Entry from the OMol25 dataset: the molecule C5H14N2O at a distorted geometry (ωB97M-V/def2-TZVPD).

Properties
- SMILES = CNC[C@H](C)NCO
- electronic energy (Ha) = -383.55375
- M (g/mol) = 118.180
- relative energy (zero: lowest compared OMol25 entry of this formula, charge and spin) (kcal/mol) = 92.22
- Kohn-Sham gap (eV) = 9.1
- charge = 0

Geometry as XYZ:
```
22
Properties=species:S:1:pos:R:3:lowdin_charge:R:1
C 1.2765 0.0053 -0.0038 -0.196
N 1.3645 1.4256 -0.4104 -0.136
C 1.6630 1.7668 -1.8017 -0.122
C -0.0562 -0.2847 0.7652 -0.364
C 0.3265 -1.1556 1.9799 -0.074
N -0.9456 -0.9556 -0.2105 -0.032
C -2.2451 -0.2946 -0.6373 -0.284
O -3.2318 -0.8507 0.1317 -0.029
H 2.1060 -0.4552 0.6714 0.114
H 1.2643 -0.6881 -0.9103 0.127
H 1.9141 1.8849 0.3126 0.100
H 1.8023 2.7459 -2.0326 0.033
H 0.9364 1.1905 -2.3899 0.083
H 2.6366 1.2982 -2.0441 0.075
H -0.6287 0.4563 1.3111 0.127
H -0.0553 -0.9838 2.9775 0.071
H 0.2148 -2.2092 1.8181 0.068
H 1.3748 -1.0042 2.1140 0.036
H -1.2143 -1.8617 0.1348 0.087
H -2.3223 -0.6269 -1.6931 0.106
H -2.2870 0.9050 -0.5235 0.164
H -3.8934 -0.3081 0.4409 0.044
```

=====

Entry from the OMol25 dataset: a structure of composition C5H14N2O at a distorted geometry (ωB97M-V/def2-TZVPD).

Properties
- electronic energy (Ha) = -383.44972
- M (g/mol) = 118.180
- relative energy (zero: lowest compared OMol25 entry of this formula, charge and spin) (kcal/mol) = 157.50
- Kohn-Sham gap (spin up / spin down) (eV) = 7.4 / 7.4
- charge = 0

Geometry as XYZ:
```
22
Properties=species:S:1:pos:R:3:lowdin_charge:R:1
C -0.5940 -0.0561 -0.1226 -0.495
C 2.4092 -1.0592 -0.4396 -0.324
C -1.7922 1.4854 0.3879 0.049
C -1.4767 -0.7342 -1.1411 -0.043
C -0.3532 -0.7846 1.1762 -0.035
N 0.0981 1.0311 -0.5899 0.035
N 1.0222 1.6090 0.1575 0.094
O 1.2148 -0.8646 -1.0832 -0.332
H 1.5290 2.3311 -0.3338 0.128
H 1.4754 1.0809 0.8974 0.099
H 3.1193 -1.6407 -1.0546 0.062
H 2.3241 -1.5986 0.5299 0.055
H 2.9599 -0.1118 -0.1963 0.051
H -0.9031 -1.5487 -1.5811 0.083
H -1.2819 -0.8374 1.7511 0.087
H -1.3422 1.9622 1.2529 0.048
H -2.6327 0.8450 0.6424 0.046
H -2.0270 2.1683 -0.4208 0.050
H -1.7572 -0.0394 -1.9331 0.091
H -2.3776 -1.1343 -0.6699 0.085
H 0.3927 -0.3106 1.8149 0.074
H -0.0070 -1.7927 0.9558 0.092
```

=====

Entry from the OMol25 dataset: a cluster of 3 separate species, C5H14N2O in total at a distorted geometry (ωB97M-V/def2-TZVPD).

Properties
- electronic energy (Ha) = -383.51444
- M (g/mol) = 118.180
- relative energy (zero: lowest compared OMol25 entry of this formula, charge and spin) (kcal/mol) = 116.88
- Kohn-Sham gap (eV) = 7.8
- charge = 0

Geometry as XYZ:
```
22
Properties=species:S:1:pos:R:3:lowdin_charge:R:1
C -1.0070 -0.2130 -0.2726 -0.443
C 0.6737 1.3114 0.5186 -0.205
C -0.7417 -0.4373 -1.7313 -0.054
C -2.1561 0.6868 0.0797 -0.058
N -0.7787 -1.2427 0.5493 0.111
O 0.5441 0.9514 1.8710 -0.144
H 0.9844 0.0923 1.9808 0.048
H 0.1846 -1.6810 0.4598 0.058
H -1.0414 -1.0803 1.5139 0.107
H 1.5866 1.8744 0.3098 0.052
H -0.1205 2.0089 0.2640 0.042
H -0.5000 0.4991 -2.2326 0.089
H 0.0466 -1.1695 -1.8936 0.071
H -1.6490 -0.8380 -2.1977 0.090
H -3.0971 0.1357 -0.0199 0.093
H -2.2023 1.5462 -0.5872 0.084
H -2.0644 1.0382 1.1081 0.085
C 2.1755 -0.3904 -0.2312 -0.167
N 1.8813 -1.4803 0.4310 -0.039
H 2.4351 -1.5721 1.2811 0.049
H 3.0045 0.2562 0.0552 0.079
H 1.8418 -0.2959 -1.2563 0.052
```

=====

Entry from the OMol25 dataset: a cluster of 2 separate species, C5H14N2O in total at a distorted geometry (ωB97M-V/def2-TZVPD).

Properties
- expectation value of S² = 0.755
- electronic energy (Ha) = -383.31727
- M (g/mol) = 118.180
- relative energy (zero: lowest compared OMol25 entry of this formula, charge and spin) (kcal/mol) = 36.62
- Kohn-Sham gap (spin up / spin down) (eV) = 11.4 / 8.2
- charge = +1
- multiplicity = 2

Geometry as XYZ:
```
22
Properties=species:S:1:pos:R:3:mulliken_spin:R:1
C -0.0587 1.7846 0.2246 -0.033
O -0.4562 0.4359 0.0144 0.810
C -0.7545 2.7723 -0.7962 0.106
C -0.4218 2.6885 -2.2926 0.001
H 1.0803 1.9900 0.1458 0.043
H -0.3968 2.1168 1.2764 0.005
H -0.5791 3.8034 -0.4271 0.000
H -1.8082 2.5827 -0.6320 0.001
H -1.0760 3.4000 -2.8853 0.006
H -0.6349 1.6962 -2.7651 0.001
H 0.5684 3.0354 -2.4738 -0.001
C 0.1534 -2.1431 -1.1111 -0.003
N 0.7695 -1.8723 2.5608 -0.001
C 0.4641 -1.4921 1.2838 0.046
N 0.3477 -2.3564 0.3429 -0.007
H 1.0774 -2.4155 -1.6536 0.001
H -0.0058 -1.0731 -1.2735 0.003
H -0.6721 -2.8288 -1.4360 0.000
H 0.8941 -2.8357 2.8274 0.004
H 0.5242 -1.2323 3.2676 -0.001
H 0.1638 -0.4432 1.1245 0.016
H 0.3989 -3.3429 0.6131 0.002
```

=====

Entry from the OMol25 dataset: the ion C5H14N2O with charge +1 at a distorted geometry (ωB97M-V/def2-TZVPD).

Properties
- expectation value of S² = 0.754
- electronic energy (Ha) = -383.26329
- M (g/mol) = 118.180
- relative energy (zero: lowest compared OMol25 entry of this formula, charge and spin) (kcal/mol) = 70.49
- Kohn-Sham gap (spin up / spin down) (eV) = 10.3 / 5.2
- charge = +1
- multiplicity = 2

Geometry as XYZ:
```
22
Properties=species:S:1:pos:R:3:mulliken_spin:R:1
N 1.4237 -0.5178 -1.5896 0.016
C 0.2422 -0.1784 -0.7347 0.010
C -0.0984 -1.4850 0.0006 -0.003
C -1.3488 -2.2408 -0.6120 -0.001
O 1.0857 -2.2111 0.1448 0.005
C 0.6496 1.0100 0.2174 0.021
N -0.6253 1.4109 0.8441 0.768
C -0.4415 2.6588 1.6597 0.020
H 2.2180 -0.4333 -1.0980 0.000
H 1.5516 0.1489 -2.4387 -0.001
H -0.5337 0.2328 -1.3878 -0.003
H -0.4642 -1.3479 1.0886 0.004
H -1.3621 -3.3256 -0.3871 0.000
H -2.1911 -1.7974 -0.0338 0.000
H -1.3328 -2.1440 -1.7034 0.000
H 1.4160 -2.4449 -0.7277 0.001
H 1.1932 0.7229 1.0934 0.038
H 1.3652 1.6919 -0.2015 0.040
H -1.4191 1.5364 0.1951 -0.002
H 0.6474 2.9397 1.7830 0.008
H -1.0916 3.5216 1.2225 0.026
H -0.8841 2.2525 2.6652 0.055
```

=====

Entry from the OMol25 dataset: a structure of composition C5H14N2O2 at a distorted geometry (ωB97M-V/def2-TZVPD).

Properties
- electronic energy (Ha) = -458.89573
- M (g/mol) = 134.179
- relative energy (zero: lowest compared OMol25 entry of this formula, charge and spin) (kcal/mol) = 26.27
- Kohn-Sham gap (eV) = 10.4
- charge = 0

Geometry as XYZ:
```
23
Properties=species:S:1:pos:R:3:lowdin_charge:R:1
C 0.0738 -0.1442 -0.8599 -0.589
C 0.6803 -1.5432 -1.0038 -0.036
C 0.5268 0.7524 -2.0185 -0.041
C -1.4564 -0.2115 -0.8401 -0.041
N 0.5877 0.5027 0.3823 0.041
H 0.0568 1.6620 0.9758 0.123
H 1.5566 0.7809 0.2443 0.142
H 1.6148 0.8182 -2.0638 0.085
H -1.8098 -1.0069 -0.1898 0.070
H 0.3125 -2.0177 -1.9138 0.088
H 1.7687 -1.4918 -1.0589 0.088
H 0.4018 -2.1681 -0.1574 0.077
H 0.1820 0.3402 -2.9658 0.087
H 0.1139 1.7556 -1.9131 0.090
H -1.8787 0.7395 -0.5148 0.091
H -1.8210 -0.4187 -1.8458 0.086
C 0.5730 -0.1211 1.7373 -0.569
N -0.5428 -0.8786 2.0398 0.165
O -0.5268 1.9262 2.0261 -0.246
O 1.6007 -0.0998 2.3781 0.079
H -0.1162 2.4523 2.7204 0.008
H -0.4835 -1.2242 2.9869 0.113
H -1.4141 -0.4042 1.8547 0.090
```

=====

Entry from the OMol25 dataset: a cluster of 2 separate species, C5H14N2O2 in total at a distorted geometry (ωB97M-V/def2-TZVPD).

Properties
- SMILES = CNC(=O)O.CC(C)N
- electronic energy (Ha) = -458.88925
- M (g/mol) = 134.179
- relative energy (zero: lowest compared OMol25 entry of this formula, charge and spin) (kcal/mol) = 30.33
- Kohn-Sham gap (eV) = 9.3
- charge = 0

Geometry as XYZ:
```
23
Properties=species:S:1:pos:R:3:lowdin_charge:R:1
C 0.6857 0.5321 0.6631 -0.535
C 2.1531 0.3289 0.2749 -0.079
C 0.2917 1.9888 0.4659 -0.084
C -0.7153 -0.1971 -1.5722 -0.631
N 0.3686 0.1475 2.0417 0.013
O -1.8353 0.4848 -1.2302 0.108
O 0.1273 0.1880 -2.3476 0.100
H -1.7458 1.3858 -1.5705 0.131
H 0.7221 -0.7833 2.2384 0.062
H 0.8057 0.7807 2.7079 0.062
H 2.2777 0.5206 -0.7892 0.066
H 0.4711 2.2996 -0.5616 0.073
H 2.8109 0.9978 0.8354 0.073
H 2.4695 -0.6966 0.4754 0.069
H -0.7518 2.1434 0.7345 0.072
H 0.8967 2.6431 1.0987 0.078
C -1.8775 -2.0962 -0.4178 -0.069
N -0.6780 -1.4611 -0.9451 -0.028
H 0.0697 -0.3648 0.1196 0.114
H -0.0131 -2.0799 -1.3921 0.148
H -2.3756 -1.3829 0.2358 0.087
H -1.5853 -2.9819 0.1443 0.085
H -2.5720 -2.3973 -1.2097 0.086
```

=====

Entry from the OMol25 dataset: the ion C5H14N2OP with charge +1 at a distorted geometry (ωB97M-V/def2-TZVPD).

Properties
- expectation value of S² = 2.009
- electronic energy (Ha) = -724.60960
- M (g/mol) = 149.154
- relative energy (zero: lowest compared OMol25 entry of this formula, charge and spin) (kcal/mol) = 44.21
- Kohn-Sham gap (spin up / spin down) (eV) = 7.4 / 6.3
- charge = +1
- multiplicity = 3

Geometry as XYZ:
```
23
Properties=species:S:1:pos:R:3:mulliken_spin:R:1
C -4.2201 0.7607 -0.4390 0.057
C 4.1084 -0.3944 -0.7166 0.013
C -3.3325 -0.4427 -0.0116 0.000
C 3.2215 0.4645 0.1835 -0.028
C 0.6219 0.1893 0.3189 0.633
N -1.9385 -0.4854 -0.3974 0.517
N 1.8529 -0.2214 0.2273 0.363
O 0.0347 -2.1687 -0.2575 0.041
P -0.6989 -1.0251 0.6551 0.408
H -5.2546 0.5331 -0.1767 -0.003
H -3.8726 1.4914 0.2114 0.001
H -4.2046 1.2059 -1.5316 0.001
H 4.3459 -1.4062 -0.2715 0.001
H 3.5271 -0.4999 -1.7268 -0.002
H 5.1347 -0.0336 -1.0796 -0.001
H -3.5296 -0.4465 1.0234 -0.005
H -3.9344 -1.2295 -0.4112 0.038
H 2.8511 1.4129 -0.0634 0.002
H 3.6584 0.3746 1.1251 0.013
H 0.3835 1.4012 0.5846 0.000
H -1.7383 -0.6352 -1.3864 -0.030
H 2.1288 -1.1870 0.0227 -0.029
H -0.0817 -3.0583 0.0265 0.007
```

=====

Entry from the OMol25 dataset: the ion C5H14N2P with charge +1 at a distorted geometry (ωB97M-V/def2-TZVPD).

Properties
- SMILES = C=C(C)[PH2]=[NH+]CCN
- electronic energy (Ha) = -649.43689
- M (g/mol) = 133.155
- relative energy (zero: lowest compared OMol25 entry of this formula, charge and spin) (kcal/mol) = 32.09
- Kohn-Sham gap (eV) = 9.1
- charge = +1

Geometry as XYZ:
```
22
Properties=species:S:1:pos:R:3:lowdin_charge:R:1
C -1.0134 -0.7144 1.3268 -0.325
C -0.2941 0.3685 2.0426 -0.279
C 2.3173 -0.6944 -0.8308 0.044
C 1.2404 -0.4720 -1.6447 -0.473
C 1.2614 0.5100 -2.7523 -0.111
N -1.4712 -0.5599 -0.0216 -0.172
N -1.3260 1.4472 2.2717 -0.024
P -0.3754 -1.1892 -1.0884 1.005
H -0.3433 -1.5906 1.3763 0.112
H -1.8292 -0.9258 1.9639 0.110
H 0.2129 0.0499 2.9281 0.104
H 0.5244 0.7843 1.3643 0.123
H 3.1951 -0.0514 -0.9311 0.089
H 2.2493 -1.4633 0.0094 0.092
H 1.8246 1.4221 -2.4304 0.108
H 0.2310 0.7903 -3.0171 0.079
H 1.8277 0.3553 -3.6317 0.077
H -2.1072 0.1317 -0.3505 0.111
H -1.9377 1.0383 3.1183 0.133
H -1.0116 2.3424 2.6525 0.065
H -0.2195 -2.6965 -0.9449 0.099
H -1.1123 -1.4863 -2.2536 0.033
```

=====

Entry from the OMol25 dataset: a cluster of 2 separate species, C5H14N3 in total (ωB97M-V/def2-TZVPD).

Properties
- electronic energy (Ha) = -362.89885
- M (g/mol) = 116.188
- relative energy (zero: lowest compared OMol25 entry of this formula, charge and spin) (kcal/mol) = 50.41
- Kohn-Sham gap (eV) = 9.9
- charge = +1

Geometry as XYZ:
```
22
Properties=species:S:1:pos:R:3:lowdin_charge:R:1
C -1.2834 2.4559 -2.3949 -0.061
C -0.2467 1.4090 -2.1430 -0.113
C 0.3308 1.2270 -0.9736 -0.090
N 1.2590 0.0753 -0.7684 0.208
H -1.2729 3.2163 -1.6176 0.087
H -1.0945 2.9729 -3.3322 0.088
H -2.2671 1.9939 -2.4457 0.096
H 0.0314 0.7850 -2.9864 0.123
H 0.1758 1.8095 -0.0789 0.123
H 1.3846 -0.4595 -1.6260 0.168
H 2.1679 0.3955 -0.4143 0.177
H 0.8714 -0.5414 -0.0412 0.103
C -0.7072 -0.4259 2.4164 -0.130
N 1.1884 -2.3734 1.4859 0.071
C -0.1800 -2.3540 1.1926 -0.321
N -1.0438 -1.4763 1.4782 -0.029
H -1.5693 -0.2259 3.0535 0.086
H -0.5212 0.5182 1.8787 0.061
H 0.1813 -0.6433 3.0169 0.065
H 1.4840 -1.8959 2.3262 0.075
H 1.5920 -3.2970 1.4392 0.093
H -0.4804 -3.1659 0.5346 0.119
```

=====

- Among the records above, which one has the highest relative energy (zero: lowest compared OMol25 entry of this formula, charge and spin)?
  number 2